Arrangement A

Density functional theory data (ωB97M-V/def2-TZVPD) for a 2-piece molecular cluster, C4H7INO overall.

Geometry (Å):
C  -0.575  0.672  -0.427
C  0.723  0.781  0.370
C  1.277  -0.611  0.505
C  0.144  -1.453  -0.159
N  -0.792  -0.585  -0.739
O  -1.278  1.634  -0.783
I  -4.262  0.185  -0.227
H  1.437  1.315  -0.305
H  0.660  1.409  1.342
H  2.064  -0.532  -0.133
H  1.495  -0.952  1.506
H  0.370  -2.240  -0.930
H  -0.323  -2.158  0.614
H  -0.941  2.534  -0.633

Computed properties:
- E_HOMO (alpha / beta) (eV) = -13.5393 / -13.3351
- M (g/mol) = 212.0
- net charge = +1

These are the natural (NBO) partial charges, in e, on atoms 1 to 6:
1. C 0.61
2. C -0.51
3. C -0.41
4. C -0.27
5. N -0.38
6. O -0.61

Arrangement B

Density functional theory data (ωB97M-V/def2-TZVPD) for a 2-piece molecular cluster, C4H7INO overall.

Geometry (Å):
C  -0.676  -1.670  -2.282
C  0.034  1.318  -0.364
C  -0.874  0.177  -0.280
C  0.382  0.130  0.467
N  0.480  0.264  1.954
O  -1.675  -2.036  -2.713
I  1.259  -2.091  -2.632
H  0.621  1.417  -1.325
H  -0.103  2.210  0.135
H  -1.931  0.203  -0.003
H  1.102  -0.732  0.023
H  -0.106  1.113  2.143
H  1.431  0.200  2.509
H  0.056  -0.501  2.366

Computed properties:
- E_HOMO (alpha / beta) (eV) = -11.5759 / -12.8118
- M (g/mol) = 212.0
- net charge = +1

These are the natural (NBO) partial charges, in e, on atoms 1 to 6:
1. C 0.35
2. C -0.46
3. C -0.20
4. C -0.17
5. N -0.68
6. O -0.42

Arrangement C

Density functional theory data (ωB97M-V/def2-TZVPD) for an isolated ion of composition C4H7INO and charge +1.

Geometry (Å):
C  -0.767  -1.175  1.362
C  -1.467  -0.626  0.151
C  0.629  1.279  -1.299
C  0.831  0.462  -0.074
N  -0.168  -0.177  0.430
O  2.030  0.381  0.486
I  -0.471  -3.288  1.692
H  -0.835  -0.960  2.389
H  -1.696  -1.380  -0.775
H  -2.393  -0.006  0.191
H  0.587  0.618  -2.120
H  -0.296  1.834  -1.148
H  1.257  2.107  -1.445
H  2.758  0.930  0.160

Computed properties:
- E_HOMO (eV) = -13.4954
- structure (SMILES) = C/C(O)=[N+]1\C[C@H]1I
- M (g/mol) = 212.0
- net charge = +1

These are the natural (NBO) partial charges, in e, on atoms 1 to 6:
1. C -0.17
2. C -0.24
3. C -0.71
4. C 0.75
5. N -0.37
6. O -0.60

Most stable one: arrangement C, least stable one: arrangement B.

Arrangement A

Density functional theory data (ωB97M-V/def2-TZVPD) for a 2-piece molecular cluster, C4H5FO2 overall.

Geometry (Å):
C  1.842  1.150  -0.025
C  0.452  -1.306  0.083
C  -1.039  0.599  -0.591
C  -0.420  -0.238  0.509
O  2.771  1.337  0.586
O  1.606  -1.320  0.218
F  -0.180  -2.359  -0.479
H  -0.374  0.718  -1.300
H  -1.540  1.544  -0.355
H  -1.959  0.014  -1.002
H  -1.305  -0.629  1.265
H  0.146  0.491  1.090

Computed properties:
- E_HOMO (eV) = -11.4264
- M (g/mol) = 104.1

These are the natural (NBO) partial charges, in e, on atoms 1 to 6:
1. C 0.48
2. C 0.88
3. C -0.59
4. C -0.54
5. O -0.49
6. O -0.52

Arrangement B

Density functional theory data (ωB97M-V/def2-TZVPD) for an isolated molecule of C4H5FO2.

Geometry (Å):
C  1.841  0.730  0.083
C  0.740  -0.359  0.116
C  -0.644  0.258  0.069
C  -1.817  -0.625  0.069
H  2.874  0.099  -0.413
H  1.175  1.299  -0.795
H  2.092  1.175  1.160
H  -1.736  -1.321  -0.681
H  -1.950  -1.100  1.101
O  1.144  -1.510  -0.306
O  -0.782  1.441  -0.315
F  -2.936  -0.086  -0.088

Computed properties:
- E_HOMO (eV) = -9.8909
- structure (SMILES) = CC(=O)C(=O)CF
- M (g/mol) = 104.1

These are the natural (NBO) partial charges, in e, on atoms 1 to 6:
1. C -0.74
2. C 0.44
3. C 0.42
4. C -0.01
5. H 0.25
6. H 0.29

Most stable one: arrangement A, least stable one: arrangement B.

Arrangement A

Density functional theory data (ωB97M-V/def2-TZVPD) for a 2-piece molecular cluster, F3H3SSi2 overall.

Geometry (Å):
F  -2.579  1.313  1.451
F  -2.450  -1.034  0.893
F  -2.999  0.736  -0.756
Si  1.125  -0.400  -0.594
Si  -1.932  0.376  0.325
S  2.499  -0.386  0.992
H  1.095  -1.607  -1.361
H  1.743  0.565  -1.480
H  3.498  0.438  0.530

Computed properties:
- E_HOMO (eV) = -9.6605
- M (g/mol) = 148.3

These are the natural (NBO) partial charges, in e, on atoms 1 to 6:
1. F -0.67
2. F -0.68
3. F -0.67
4. Si 0.65
5. Si 1.92
6. S -0.43

Arrangement B

Density functional theory data (ωB97M-V/def2-TZVPD) for F3H3SSi2 as an isolated structure.

Geometry (Å):
F  -2.220  0.432  1.133
F  -2.730  -1.425  -0.596
F  -2.274  0.846  -1.365
Si  1.078  -0.329  0.333
Si  -1.731  -0.165  -0.235
S  2.026  1.596  0.018
H  0.974  -0.614  1.916
H  1.901  -1.443  -0.357
H  2.977  1.103  -0.846

Computed properties:
- E_HOMO (eV) = -9.8377
- M (g/mol) = 148.3

These are the natural (NBO) partial charges, in e, on atoms 1 to 6:
1. F -0.67
2. F -0.66
3. F -0.66
4. Si 0.46
5. Si 1.98
6. S -0.41

Most stable one: arrangement B, least stable one: arrangement A.